281
Properties=species:S:1:pos:R:3 method="wB97M-V/def2-TZVPD" gap_ev=4.6 total_charge=-1 max_force_ev_per_a=7.028
O -1.17 1.41 1.52
O -0.98 -7.15 4.15
O -2.16 -5.65 -2.73
O -1.94 -1.40 -7.70
O 7.05 4.14 -3.56
O 2.50 6.90 2.76
O -4.05 4.74 1.98
O -6.64 -3.12 -4.59
O -3.79 0.33 7.78
O 7.05 2.25 -2.41
O 4.59 3.24 3.39
O -4.64 -6.99 0.70
O 0.88 7.09 1.30
O 2.43 6.11 -2.91
O -2.28 0.68 -6.76
O 0.43 7.60 3.48
O -2.90 2.41 -2.64
O 0.74 6.49 -4.41
O 3.33 -3.42 -7.36
O -3.43 5.99 3.59
O 2.15 1.65 -6.04
O -0.63 -5.22 1.46
O 0.76 -6.94 0.98
O -0.33 -9.25 3.91
O 4.73 -4.84 -0.13
O -4.19 6.49 -0.70
O 2.05 2.28 -8.24
O 5.03 4.11 1.40
O 2.93 -1.02 4.95
O -3.46 4.16 -3.83
O 3.54 -1.11 7.12
O -6.70 1.37 2.23
O 1.52 -3.65 -6.01
O -1.36 -2.44 6.00
O -0.32 -4.17 5.23
O 7.89 -4.09 3.59
O -2.92 -3.82 -3.87
O 4.08 -3.34 1.30
O 7.18 -2.59 2.04
O -3.33 1.46 5.85
O 2.27 5.41 6.51
O -7.69 0.78 0.33
O 3.25 -2.98 5.88
O 8.29 -4.29 1.44
O -6.82 -3.82 -2.48
O 1.15 0.39 -7.52
O -5.54 5.98 3.08
O 2.22 3.24 6.81
O -5.73 -0.27 1.01
O -6.02 -5.30 1.07
O -2.76 8.13 -0.31
N -0.44 0.95 0.38
C -1.93 -0.64 -6.74
C -3.31 1.66 -1.54
C 6.48 3.37 -2.92
C 0.60 1.98 -0.12
C -1.46 -1.01 -5.32
C -4.81 3.53 -1.91
C 4.67 -2.83 -7.24
C -2.09 6.61 -1.98
C 1.44 0.04 -1.76
C -1.19 -5.85 -1.65
C 1.45 -5.51 2.75
C -2.19 1.21 -5.47
C -3.31 -7.48 4.48
C -2.20 5.42 3.14
C 2.59 -3.11 -6.28
C 4.79 2.01 -2.08
C 4.75 -5.18 -1.53
C 0.78 2.52 5.01
C 3.07 -3.33 4.52
C 1.20 7.21 2.61
C -1.22 -8.46 4.01
C -6.79 0.64 1.12
C 7.22 -2.46 0.65
C -1.14 7.79 -1.92
C 5.62 1.14 3.24
C 1.29 1.84 -9.28
C 1.58 4.37 -4.45
C 0.70 0.47 -8.83
C -3.44 2.75 5.34
C 4.79 -2.53 -5.76
C 1.82 4.32 6.19
C -2.70 4.40 2.09
C -5.96 -3.97 1.41
C -6.31 -1.95 -5.33
C 1.55 2.08 6.25
C -4.41 5.61 2.91
C 4.87 2.07 4.19
C 1.64 5.74 -3.81
C 1.00 1.45 -1.53
C -5.72 -1.06 -4.22
C -1.27 0.30 -4.69
C -0.85 -3.72 -2.79
C -5.48 1.21 2.77
C 7.83 -3.66 2.44
C -2.68 -8.81 4.15
C 0.32 -0.85 -1.21
C 2.58 -2.01 3.93
C 3.28 -1.65 6.05
C 3.37 -2.23 -5.35
C 8.39 -3.40 0.36
C 6.15 1.62 -1.56
C -2.19 -1.33 5.56
C -4.97 -0.06 2.18
C -4.76 2.17 -1.31
C 1.77 1.45 -7.20
C 2.58 -6.50 2.49
C 4.01 -3.98 -2.09
C -3.88 1.34 7.06
C -3.81 -4.66 0.58
C 4.96 3.41 -2.69
C -1.91 -1.28 4.10
C -1.64 8.71 -0.83
C -1.80 -2.72 3.77
C -2.11 -4.39 -3.21
C -4.81 -5.79 0.77
C 3.01 6.30 1.55
C 0.82 4.06 5.11
C -4.72 2.57 7.33
C 3.31 -3.21 -0.97
C -6.56 -2.94 -3.25
C -0.03 5.86 -5.38
C -6.02 -1.59 -2.85
C 4.02 -3.82 0.18
C -3.12 7.01 -0.96
C 4.98 3.12 2.10
C 5.35 1.69 1.83
C -1.08 -3.23 5.04
C -2.21 -6.42 4.24
C 1.99 -7.50 1.43
C 0.25 4.39 -5.09
C 1.88 2.01 0.72
C -0.20 -0.48 0.25
C -3.67 3.47 -2.87
C -4.73 -3.44 0.66
C 0.94 -1.05 1.15
C 0.40 -5.82 1.71
C -0.14 -4.79 -1.93
C -1.50 -1.38 0.34
C -4.75 3.25 5.97
C 0.04 3.44 -0.40
C 1.98 6.83 0.51
H -2.69 1.97 -0.70
H 1.49 -2.05 3.92
H -1.80 -1.48 1.38
H 5.23 0.13 3.26
H 3.11 -2.42 -4.31
H 3.12 -1.20 -5.60
H 0.31 6.25 -6.34
H -5.19 -0.75 2.99
H -1.63 -5.69 -0.67
H 5.05 -3.40 -5.16
H -0.34 3.87 0.52
H 1.23 -5.62 3.81
H 6.43 -2.91 0.04
H -0.88 8.80 -0.05
H -1.02 -2.80 -2.23
H -0.26 2.19 4.96
H -0.14 7.44 -1.69
H 3.44 -2.14 -1.10
H 6.68 0.98 3.45
H 3.47 -5.99 2.14
H -6.68 -1.00 -2.22
H -2.73 -3.25 3.59
H -1.16 -2.84 2.90
H 1.60 2.12 1.77
H 4.03 -3.70 4.14
H 1.83 1.75 -10.22
H -1.05 -0.64 3.87
H -2.58 3.34 5.64
H -7.19 -1.46 -5.74
H -2.29 -5.75 3.39
H -4.20 3.10 8.13
H -4.27 -2.52 1.02
H -3.47 -4.67 -0.46
H -2.13 4.51 1.17
H 1.73 3.54 -3.76
H 0.72 -5.26 -2.41
H -2.18 -5.85 5.17
H -2.81 -9.53 4.96
H 2.49 2.85 0.38
H 0.86 1.75 7.03
H -5.58 0.98 3.83
H -5.81 0.03 -4.27
H 2.70 -7.73 0.64
H 0.29 3.88 -6.05
H -0.41 -3.40 -3.73
H 0.22 1.70 -2.25
H -3.24 0.58 -1.60
H -2.95 -4.64 1.24
H -2.55 6.45 -2.95
H -1.78 4.85 3.97
H -5.12 -1.71 -2.24
H -2.72 -0.79 3.57
H -5.53 1.53 -1.75
H 6.36 2.08 -0.59
H -2.30 -1.40 -4.75
H 8.18 -3.90 -0.59
H 1.07 2.12 4.03
H 2.92 -7.07 3.35
H -3.44 2.69 4.25
H -0.80 3.46 -1.10
H 4.44 3.60 -3.63
H -0.74 -6.84 -1.70
H 1.89 2.03 -1.76
H 3.90 1.76 4.59
H -1.49 5.77 -1.63
H 1.80 -4.50 2.56
H 0.86 4.09 -0.73
H 0.67 -2.00 1.62
H -0.45 3.97 -4.36
H 1.61 6.11 -0.22
H -1.44 -2.44 0.12
H 1.95 -1.10 0.73
H -0.21 0.54 -4.77
H -5.90 -3.71 2.47
H 1.72 -8.45 1.90
H 4.15 -6.09 -1.55
H 5.71 -5.26 -2.05
H 1.10 4.59 4.20
H 9.41 -3.02 0.33
H -1.05 8.33 -2.86
H -1.56 6.22 2.79
H -2.58 3.40 2.49
H -4.95 -3.16 -0.37
H -4.65 4.21 -1.08
H -0.48 -1.02 -1.93
H 0.69 -1.87 -1.23
H 2.46 1.10 0.77
H 6.31 0.54 -1.55
H -0.39 0.42 -8.93
H -0.56 -1.62 -5.27
H 4.01 6.67 1.32
H -1.73 2.20 -5.50
H 4.78 4.30 -2.10
H 5.42 2.44 5.05
H 2.24 -3.44 -0.91
H 0.27 -4.46 -0.97
H -4.65 -1.25 -4.32
H 6.25 1.62 1.21
H 2.31 -4.10 4.49
H -1.50 0.29 -3.63
H 4.47 1.13 1.49
H 4.00 2.06 -1.34
H -2.01 -0.42 6.14
H -4.99 2.30 -0.26
H -1.11 6.03 -5.37
H 3.06 5.22 1.47
H 1.20 -0.19 -9.54
H 2.37 4.40 -5.20
H 4.85 -3.39 -2.45
H -5.70 2.23 7.68
H -5.52 -2.22 -6.03
H -3.91 0.08 1.95
H -6.81 -3.42 1.01
H 1.02 -0.35 1.98
H -3.19 1.21 -5.02
H 2.32 7.75 0.02
H 4.50 1.24 -2.79
H 0.49 2.55 -9.51
H -1.87 9.73 -1.13
H 2.88 -1.86 2.89
H -5.72 3.74 -2.47
H 7.49 -1.46 0.33
H 2.36 -0.12 -1.19
H 4.74 -1.93 -7.86
H -2.32 -0.94 -0.23
H -5.53 3.12 5.23
H 2.33 1.36 6.01
H 3.41 -4.34 -2.93
H 5.46 -3.54 -7.46
H -3.52 -7.36 5.54
H -4.88 2.09 2.52
H -3.24 -1.52 5.78
H -0.13 4.47 5.44
H -3.01 -9.25 3.21
H 1.62 -0.24 -2.80
H 5.56 -1.79 -5.55
H -4.20 -7.22 3.91
H -4.63 4.33 5.92